1.
Here is C18H52LiN15O11 as an isolated structure at a distorted geometry from the Open Molecules 2025 dataset. Energies are from ωB97M-V/def2-TZVPD.

ORCA input file:
```
! RIJCOSX wB97M-V def2-TZVPD def2/J DEFGRID3
* xyz 0 1
C 1.839 -0.518 1.363
H 3.352 1.330 2.518
C -3.146 1.192 3.732
H -4.981 -1.260 -4.045
O -3.592 1.718 4.730
H -2.537 -0.461 2.864
H -1.887 2.675 3.077
N -3.753 -5.331 -2.126
H -0.496 -0.252 -1.017
C 3.132 0.627 -0.387
O -1.966 -4.019 -2.604
N -0.101 -3.187 2.394
H -7.386 3.309 0.694
H 0.084 3.638 0.891
C -1.375 -2.722 2.529
N 3.918 -1.477 0.648
H 5.869 -0.746 -1.941
H 4.112 -1.216 -2.026
N -1.934 -2.942 3.747
H 7.248 -0.971 -0.101
N -3.343 -0.126 3.359
H 4.710 1.340 1.521
C -1.235 1.814 -0.749
H -1.666 -1.110 -2.793
H 6.355 -0.090 0.985
H 6.182 -3.086 -1.290
C 4.901 -0.746 -1.435
C -5.675 2.308 0.447
H 1.220 -1.093 0.668
H 0.292 -3.005 1.487
O -1.790 2.667 0.008
N 2.270 5.401 2.470
H -2.309 -3.223 -0.133
C 1.686 1.452 -4.147
H 1.846 3.474 -4.038
H -3.792 1.954 -0.153
O -3.626 0.777 -4.417
H -6.970 3.032 -0.984
H 3.189 5.318 2.867
H 0.467 0.664 -2.660
O -5.515 1.999 1.609
H 4.210 1.102 -2.175
C 3.982 0.645 1.947
H -3.802 -4.135 -0.060
N 1.354 2.683 -3.668
N -6.903 2.784 -0.014
H -4.083 -0.659 3.769
C -2.825 -4.361 -1.799
H -1.396 -3.407 4.454
H 4.196 -1.751 2.519
N -4.708 2.174 -0.513
O -0.798 2.213 -1.865
O -4.697 -1.030 0.722
O 2.542 3.537 1.196
H -4.313 -5.736 -1.397
O 2.560 1.194 -4.950
H 1.757 -1.114 2.277
H -3.815 -5.727 -3.043
C -1.111 0.357 -0.363
H 0.437 -3.585 3.138
H -0.112 5.132 1.810
H 0.491 2.719 -3.138
C 5.123 -1.570 -0.163
H 4.579 0.066 2.661
C -3.217 -0.275 -3.922
H -0.679 0.236 0.632
H -3.854 -1.448 0.936
H -1.268 0.279 -3.721
N 0.456 4.396 1.437
H -4.475 -0.107 0.568
C 4.439 0.692 -1.189
C 3.243 -0.206 0.889
N -2.182 1.732 2.900
H 5.534 -3.664 0.256
H -2.082 -0.126 -0.232
H 2.902 1.666 -0.138
H 1.585 5.876 3.034
H 1.302 0.408 1.591
H -3.626 -2.205 -3.415
H 4.431 -3.387 -1.072
H 1.027 -0.448 -3.909
N -2.950 -3.887 -0.529
N -4.041 -1.338 -3.712
N 0.894 0.481 -3.550
N -1.952 -0.411 -3.453
H 6.664 -1.772 1.383
H -2.844 -2.584 3.964
H -2.120 1.424 1.947
O -1.944 -2.130 1.605
Li -1.691 4.086 -1.517
H 2.273 0.338 -0.999
C 1.792 4.350 1.718
C 6.389 -1.102 0.568
H 5.208 1.292 -0.706
O 3.955 -2.326 1.775
H -4.779 2.535 -1.446
C 5.343 -3.015 -0.600
*
```

Output
- HOMO-LUMO gap (eV) = 6.8
- DFT total energy (a.u.) = -2373.880295
- ΔE to the lowest compared entry with this formula, charge and spin (kcal/mol) = 0.00

=====

2.
Here is C19H21FeN3O3 as an isolated structure from the Open Molecules 2025 dataset. Energies are from ωB97M-V/def2-TZVPD.

ORCA input file:
```
! RIJCOSX wB97M-V def2-TZVPD def2/J DEFGRID3
* xyz 0 5
C 2.669 -0.287 1.181
H 0.095 3.873 0.742
C -2.403 0.792 3.609
O -1.878 -0.641 0.290
C 1.880 0.761 -2.304
H 0.041 -0.062 3.752
C 1.936 2.090 -4.334
Fe -0.066 -1.129 -0.258
H -1.858 0.940 4.536
H -0.934 3.755 -0.706
H -0.131 -6.034 -1.384
H -0.460 -0.325 -4.502
H -0.680 -6.280 0.286
N 2.043 -0.314 -0.134
H 0.501 1.518 -5.831
C 0.823 -0.034 -2.817
H 3.196 1.286 -0.685
O 0.298 -1.023 -2.154
C 0.089 -5.830 -0.338
C -0.362 -0.234 2.746
H 2.355 2.899 -4.915
N 0.392 -0.735 1.850
H 3.647 -0.774 1.144
C 0.893 1.307 -4.843
H -1.008 1.764 0.493
H 1.916 -2.116 2.019
C 0.112 -4.391 -0.122
H 2.820 0.745 1.517
C -3.758 0.394 1.230
H -5.398 1.352 2.180
H -4.195 1.712 4.330
H 1.058 -6.256 -0.084
C 1.772 -1.041 2.161
N 0.128 -3.260 0.045
C -1.739 0.161 2.544
H -4.276 0.232 0.293
C -2.418 -0.064 1.314
H 0.806 3.481 -0.837
C 2.415 0.570 -0.975
C -0.063 3.334 -0.197
C 2.410 1.806 -3.074
O -0.193 1.938 0.009
H 2.031 -0.795 3.197
C 0.351 0.277 -4.111
C -3.702 1.223 3.502
H 3.216 2.398 -2.652
C -4.374 1.016 2.288
*
```

Output
- HOMO-LUMO gap (alpha / beta) (eV) = 7.6 / 7.7
- DFT total energy (a.u.) = -2390.349243
- ΔE to the lowest compared entry with this formula, charge and spin (kcal/mol) = 2.38

=====

3.
Here is a 3-piece molecular cluster, C4H13NO2 overall at a distorted geometry from the Open Molecules 2025 dataset. Energies are from ωB97M-V/def2-TZVPD.

ORCA input file:
```
! RIJCOSX wB97M-V def2-TZVPD def2/J DEFGRID3
* xyz 0 1
H 0.709 -3.431 2.843
H -1.236 -0.383 -0.555
H 1.062 -0.738 -1.849
C 0.600 2.288 -1.245
C 0.987 -0.025 -0.938
H 1.107 3.075 -0.689
H -1.679 2.069 -1.034
H -0.717 2.158 0.442
C -0.493 0.284 -1.027
N 1.584 1.206 -1.366
H 1.996 1.176 -2.322
H -0.874 0.331 -2.023
O 1.174 -2.612 3.110
H -2.771 -2.407 2.934
H 0.126 2.471 -2.214
H 1.524 -2.179 2.305
C -0.646 1.744 -0.668
H -1.386 -2.062 2.265
H 1.313 -0.597 0.004
O -2.382 -2.367 2.027
*
```

Output
- HOMO-LUMO gap (eV) = 9.2
- DFT total energy (a.u.) = -365.353895
- ΔE to the lowest compared entry with this formula, charge and spin (kcal/mol) = 55.59
- SMILES = C1CCNC1.O.O

=====

4.
Here is one molecule with the formula C4H5NO2 at a distorted geometry from the Open Molecules 2025 dataset. Energies are from ωB97M-V/def2-TZVPD.

ORCA input file:
```
! RIJCOSX wB97M-V def2-TZVPD def2/J DEFGRID3
* xyz 0 1
H 1.092 -1.598 -0.731
H -1.163 -2.662 -0.430
O -1.059 -1.546 1.292
H -0.825 2.847 0.351
C 0.380 1.349 -0.555
N 0.417 0.184 -0.013
C 0.167 -1.030 -0.696
H 0.575 0.061 0.983
O 1.257 2.740 0.934
C 0.208 2.360 0.426
C -0.802 -1.798 0.143
H -0.247 -0.906 -1.704
*
```

Output
- HOMO-LUMO gap (eV) = 9.3
- DFT total energy (a.u.) = -360.531234
- ΔE to the lowest compared entry with this formula, charge and spin (kcal/mol) = 86.71

=====

5.
Here is a 4-piece molecular cluster, C34H72F4N2O22P4 overall at a distorted geometry from the Open Molecules 2025 dataset. Energies are from ωB97M-V/def2-TZVPD.

ORCA input file:
```
! RIJCOSX wB97M-V def2-TZVPD def2/J DEFGRID3
* xyz 0 1
C -1.800 5.003 2.818
O -1.690 -2.602 -6.471
H 3.942 2.961 6.100
C 1.748 1.868 4.169
H -2.901 -5.525 -3.484
C -3.847 6.781 6.996
H -3.169 7.457 3.734
H -0.368 -0.948 -1.416
F 6.117 -0.578 1.463
H -0.287 -1.612 2.005
C -1.527 -5.315 -6.122
C 1.366 -2.371 -0.003
C 3.100 1.125 3.997
C 0.782 0.692 -2.145
C -2.310 7.880 4.253
H -3.982 -4.489 -2.537
H 2.117 1.805 7.513
H 2.174 4.991 4.322
F 5.563 -1.133 -0.549
H -0.995 0.339 2.726
O -6.796 -3.870 -7.352
H -0.432 -2.372 -8.041
C 1.795 -2.631 -1.445
C 1.384 3.744 -0.172
O -1.025 -4.413 -5.112
H -1.618 8.286 3.518
P -5.506 -3.735 -8.381
O -6.312 -4.597 -9.525
H -1.185 5.858 2.533
C 2.971 3.369 6.348
C -3.478 -4.099 -9.982
O 0.569 0.003 0.238
C 2.950 -2.484 4.546
H 1.017 3.107 7.175
H 3.519 -3.893 1.801
C 3.334 -5.134 0.078
H 1.675 5.244 8.061
C 2.652 5.490 7.623
H -0.925 0.609 -0.935
H 3.111 -7.880 -0.552
H -3.925 -5.078 -10.150
H 3.391 5.193 8.354
C -0.022 0.014 -1.041
H 2.631 6.566 7.472
C -0.053 0.163 3.239
H -2.958 7.384 7.175
O 1.164 -6.244 -1.184
H -0.310 2.669 -0.871
H 0.494 3.710 -2.084
H -1.521 4.151 2.204
O -2.425 -3.495 -3.447
C 1.802 2.507 6.731
H 1.614 -3.666 -1.714
C 1.214 1.642 5.578
H -2.850 5.233 2.644
O 4.004 -0.675 0.989
C 5.212 -0.366 0.512
H -8.621 -3.132 -6.754
O -3.771 6.102 5.738
H 2.080 2.202 -2.457
O -1.610 6.904 5.039
O 1.090 -6.099 1.392
C 2.956 -0.286 0.085
H -7.810 -4.288 -10.901
F 3.228 -3.403 5.469
H 0.579 -5.480 -1.247
O 0.600 4.819 0.347
H -1.543 -6.319 -5.702
P -2.316 5.466 5.391
H 1.320 -2.266 5.595
H 1.336 0.594 5.832
C 2.773 4.232 -0.622
H -2.657 -4.179 -9.273
H -6.163 -4.212 -11.556
H 4.166 -5.626 0.574
H -3.978 6.063 7.801
H -6.805 -2.858 -10.614
H 0.771 4.843 1.290
C 1.609 -0.900 0.495
C 2.744 5.549 5.053
H 0.038 2.252 2.992
H -3.102 -3.703 -10.925
H 2.815 0.783 0.201
H 3.279 0.821 2.973
H -2.530 -5.055 -6.458
F 5.327 0.916 0.121
H -2.656 8.686 4.900
C 0.499 -1.142 2.580
O -0.854 -1.944 -4.295
H 3.704 5.869 4.639
H 3.221 0.323 4.711
C -0.397 -2.248 -6.958
H -0.311 -0.057 4.271
O -1.796 4.849 6.619
H -0.855 -5.299 -6.981
H 1.300 1.456 2.119
H 2.859 -2.454 -1.581
O 3.714 -2.225 3.681
H 2.164 6.446 5.260
H 3.200 -0.443 -0.960
H 1.573 3.027 0.625
H -7.945 -2.290 -8.152
H 0.280 -2.487 -0.032
H 1.489 0.022 -2.627
H 3.883 1.843 4.233
O 1.723 -0.972 1.903
O -1.547 4.663 4.200
C 3.145 -3.770 0.791
O 0.137 -3.172 3.743
N 1.496 1.888 -1.699
P -1.763 -2.972 -4.864
H 0.049 0.985 -2.905
H 2.850 5.307 -0.495
H -4.721 7.428 6.945
O 1.805 -3.343 0.908
H 3.808 -3.052 0.321
H 1.992 2.907 3.969
O 2.584 -7.731 0.242
C -6.796 -3.943 -10.711
H -8.630 -3.924 -8.338
C 0.759 -2.153 3.688
N 1.723 -1.868 4.752
C 0.767 1.440 3.061
C 0.644 2.993 -1.270
H -4.088 -4.480 -4.302
H 0.374 -2.896 -6.543
C -8.067 -3.263 -7.679
O -4.569 -4.541 -7.551
C -3.408 -4.560 -3.456
C 2.812 4.747 6.327
H 3.016 3.944 -1.637
H 3.608 -4.933 -0.955
H 0.138 1.828 5.559
P 1.932 -6.273 0.218
H 1.247 -2.024 -2.154
H 3.529 3.801 0.029
H -0.176 -1.210 -6.724
O -4.445 -3.160 -9.509
*
```

Output
- HOMO-LUMO gap (eV) = 4.2
- DFT total energy (a.u.) = -4868.308789
- SMILES = CC(C)=CCC[C@@H](C)CC[C@@H](O[C@](COC(F)(F)F)(OCCNC[C@@H](C)O)[C@@H](C)OCCP(=O)(O)O)C(=O)NC(=O)F.COP(=O)(OC)OC.COP(=O)(OC)OC.COP(=O)(OC)OC

=====

6.
Here is C4H8OY as an isolated structure at a distorted geometry from the Open Molecules 2025 dataset. Energies are from ωB97M-V/def2-TZVPD.

ORCA input file:
```
! RIJCOSX wB97M-V def2-TZVPD def2/J DEFGRID3
* xyz 1 1
Y -0.992 3.103 -2.532
H -0.400 -1.945 1.663
C 0.026 -1.299 -0.441
H 1.274 -1.179 1.407
O -0.057 1.441 -1.108
H -0.324 -0.299 -1.420
C 0.225 -1.244 1.112
H -1.459 0.025 0.544
H -0.349 -2.275 -0.753
H 1.348 1.200 0.393
H 0.941 -0.809 -0.788
C 0.256 1.293 0.245
C -0.369 -0.009 0.658
H -0.121 1.995 1.019
*
```

Output
- HOMO-LUMO gap (alpha / beta) (eV) = 5.8 / 4.9
- DFT total energy (a.u.) = -270.265632